[1]
# C4H4INO2S

One molecule with the formula C4H4INO2S (ωB97M-V/def2-TZVPD, the Open Molecules 2025 dataset).

* lowest unoccupied orbital energy (alpha / beta): -0.4 / -1.0 eV
* energy above the lowest of the compared OMol25 structures with the same formula, charge and spin: 258.3 kJ/mol
* HOMO energy (alpha / beta): -8.6 / -8.2 eV
* molar mass: 257.05 g/mol
* Kohn-Sham gap (alpha / beta): 8.18 / 7.20 eV
* largest force on an atom: 3.14 eV Å⁻¹

Structure (ORCA input):
```
! wB97M-V def2-TZVPD RIJCOSX def2/J DEFGRID3
* xyz 0 1
C 0.18139 1.53268 0.19303
C -0.73289 -1.40891 -0.50575
C -0.93483 -0.66736 0.71285
C 1.43890 -0.00202 -1.22516
N -0.38524 0.66692 1.03095
O 0.27633 2.72270 0.38147
O 0.73672 1.06445 -0.94965
S -2.23900 -0.50479 -0.62700
I 2.68526 -0.98019 0.23203
H -0.78837 -2.46203 -0.46157
H -1.35396 -1.16912 1.57309
H 2.02622 0.12997 -2.11795
H -0.91055 1.07771 1.76364
*
```

Atomic partial charges in e from the Löwdin method, atoms 1 to 4: -0.61 -0.44 -0.52 -0.55

[2]
# C4H4InO

C4H4InO as an isolated structure (ωB97M-V/def2-TZVPD, the Open Molecules 2025 dataset).

* lowest unoccupied orbital energy (alpha / beta): -5.7 / -5.7 eV
* energy above the lowest of the compared OMol25 structures with the same formula, charge and spin: 394.2 kJ/mol
* HOMO energy (alpha / beta): -13.7 / -13.7 eV
* molar mass: 182.89 g/mol
* Kohn-Sham gap (alpha / beta): 8.00 / 8.00 eV
* largest force on an atom: 5.62 eV Å⁻¹

Structure (ORCA input):
```
! wB97M-V def2-TZVPD RIJCOSX def2/J DEFGRID3
* xyz 1 1
O -0.30913 -1.14614 1.53479
C -0.65095 -1.19153 0.32179
C 0.15395 -0.96872 -0.83345
C 0.36236 0.30315 -1.32544
C 0.60713 1.50191 -0.94104
H -1.68368 -0.82155 0.15510
H 0.95888 -1.69814 -0.97036
H 0.66868 2.40677 -1.53983
In -0.50399 0.13379 2.99222
H 0.39676 1.48046 0.60622
*
```

Atomic partial charges in e from the Löwdin method, atoms 1 to 4: -0.33 -0.19 -0.06 -0.03